Molecular formula: C3H8S2
Method: DFT, ωB97M-V with the def2-TZVPD basis set

The calculation puts the energy above the lowest of the compared OMol25 structures with the same formula, charge and spin at 1.736 eV. Its largest force on an atom is 0.0643 hartree/bohr. The orbital gap comes out at 8.990 eV. The SMILES is C=CC.SS. The value obtained for the lowest unoccupied orbital energy is -0.23 eV. The multiplicity is 1.

Structure (XYZ):
```
13
Properties=species:S:1:pos:R:3:forces:R:3:mulliken_charge:R:1
S -1.55125 -2.06746 0.57515 -1.14 2.41 0.56 -0.160
S -0.93839 -0.13965 1.48905 -0.87 -1.08 -0.38 -0.176
H -0.38718 -2.56659 0.77384 1.54 -0.81 0.37 0.160
H -1.91346 0.02295 2.44472 0.49 -0.49 -0.58 0.171
C 0.92009 2.38205 -2.00037 2.75 1.71 -0.64 -0.895
C 2.02363 1.76189 -1.10380 -0.65 -1.24 -0.98 0.013
C 2.43608 0.49370 -1.28300 -0.31 0.39 -0.82 -0.731
H 0.01609 1.81581 -1.89834 -0.62 0.12 -0.20 0.270
H 0.85247 3.49552 -1.78781 -0.56 -1.44 0.20 0.286
H 1.32373 2.44036 -3.07407 -0.85 -0.66 1.32 0.257
H 2.41628 2.35768 -0.30339 0.25 0.25 0.26 0.334
H 3.25544 0.01755 -0.72619 -0.56 0.33 -0.10 0.268
H 1.99207 -0.09533 -2.13284 0.52 0.52 0.98 0.205
```
Forces are in eV/Å.

=====

Molecular formula: C3H8S2
Method: DFT, ωB97M-V with the def2-TZVPD basis set

The calculation puts the energy above the lowest of the compared OMol25 structures with the same formula, charge and spin at 1.530 eV. Its largest force on an atom is 0.0403 hartree/bohr. The orbital gap comes out at 9.611 eV. The SMILES is C=C.CSS. The value obtained for the lowest unoccupied orbital energy is 0.62 eV. The multiplicity is 1.

Structure (XYZ):
```
13
Properties=species:S:1:pos:R:3:forces:R:3:mulliken_charge:R:1
C -2.26027 2.53887 -0.57062 1.53 0.58 0.46 -0.441
C -0.92825 2.72340 -0.56779 -1.68 0.05 -1.21 -0.494
H -2.88784 2.94718 0.20949 -0.18 -0.18 -0.01 0.241
H -2.68492 2.04013 -1.42070 -0.44 -0.25 -0.02 0.220
H -0.40540 3.35812 0.12599 0.18 -0.21 0.28 0.269
H -0.46022 2.39346 -1.49359 0.60 -0.01 0.49 0.211
C 0.44435 -2.43161 0.42812 -1.68 -1.20 0.20 -0.795
S 1.61282 -1.11511 0.63726 1.06 -0.55 -0.13 -0.015
S 3.27532 -2.20728 1.27595 0.01 0.49 -0.37 -0.251
H 0.14083 -2.82528 1.40573 0.04 0.28 -0.05 0.315
H -0.43772 -1.94485 0.00128 -0.05 0.05 0.09 0.255
H 0.57300 -3.36098 -0.17229 0.92 1.04 -0.06 0.328
H 4.01830 -2.11604 0.14118 -0.32 -0.10 0.30 0.157
```
Forces are in eV/Å.

=====

Molecular formula: C3H8S2
Method: DFT, ωB97M-V with the def2-TZVPD basis set

The calculation puts the energy above the lowest of the compared OMol25 structures with the same formula, charge and spin at 1.830 eV. Its largest force on an atom is 0.0636 hartree/bohr. The orbital gap comes out at 9.640 eV. The SMILES is C=C.CSS. The value obtained for the lowest unoccupied orbital energy is 0.51 eV. The multiplicity is 1.

Structure (XYZ):
```
13
Properties=species:S:1:pos:R:3:forces:R:3:mulliken_charge:R:1
C 4.16686 1.76349 2.18288 0.99 0.98 -0.21 -0.434
C 4.48538 2.90607 2.81324 -1.09 -1.10 0.40 -0.473
H 3.55521 1.75678 1.28459 -0.36 0.11 0.38 0.213
H 4.66870 0.82645 2.37534 0.14 -0.02 0.20 0.233
H 3.87308 3.78106 2.70609 0.01 0.46 -0.68 0.223
H 5.13413 2.98756 3.67500 0.29 -0.43 -0.09 0.238
C -1.27798 0.57516 -0.07221 2.35 1.14 1.97 -0.700
S -2.02097 -1.01861 -0.19731 -0.64 -0.60 -0.58 -0.019
S -1.48304 -1.63003 -2.08845 1.52 -1.07 0.63 -0.223
H -1.10479 0.82379 1.08299 -0.91 -0.45 -2.37 0.247
H -1.91620 1.30558 -0.57774 0.49 0.14 0.29 0.281
H -0.19266 0.57181 -0.43682 -1.67 0.01 0.04 0.276
H -2.19891 -1.14309 -3.08078 -1.13 0.83 0.03 0.138
```
Forces are in eV/Å.

=====

Molecular formula: C3H8S2
Method: DFT, ωB97M-V with the def2-TZVPD basis set

The calculation puts the energy above the lowest of the compared OMol25 structures with the same formula, charge and spin at 4.971 eV. Its largest force on an atom is 0.0624 hartree/bohr. The orbital gap comes out at 4.611 eV. The value obtained for the lowest unoccupied orbital energy is -3.72 eV. The multiplicity is 1.

Structure (XYZ):
```
13
Properties=species:S:1:pos:R:3:forces:R:3:mulliken_charge:R:1
C -0.31334 -1.34171 0.10027 -2.84 -0.56 1.38 -0.433
C -1.63060 -0.58561 -0.22460 0.35 0.87 -0.36 -0.959
S 0.21113 -1.07253 1.74585 0.52 0.16 -0.53 -0.128
S 0.60926 1.38973 -1.35266 0.53 -1.45 -0.61 -0.112
C 1.58257 1.39760 0.09722 -1.63 -0.31 1.50 -0.824
H -2.53499 -0.89741 0.34506 0.67 -0.12 -0.65 0.326
H 0.35464 -1.02238 -0.66432 1.76 1.10 -1.21 0.248
H -0.41623 -2.42219 -0.07786 0.34 0.09 -0.03 0.316
H -1.74814 -0.48081 -1.34364 -0.35 -0.58 1.13 0.292
H -1.39676 0.43898 0.08871 -0.42 -0.08 0.08 0.301
H 0.86468 1.62691 0.90641 0.58 0.14 0.11 0.322
H 2.30615 0.67295 0.52742 -0.28 -0.32 -1.13 0.332
H 2.11164 2.29646 -0.14787 0.78 1.05 0.33 0.319
```
Forces are in eV/Å.

=====

Molecular formula: C3H8S2
Method: DFT, ωB97M-V with the def2-TZVPD basis set

The calculation puts the energy above the lowest of the compared OMol25 structures with the same formula, charge and spin at 1.132 eV. Its largest force on an atom is 0.0503 hartree/bohr. The orbital gap comes out at 8.391 eV. The SMILES is CCSSC. The value obtained for the lowest unoccupied orbital energy is 0.60 eV. The multiplicity is 1.

Structure (XYZ):
```
13
Properties=species:S:1:pos:R:3:forces:R:3:mulliken_charge:R:1
C 2.17039 -1.33532 0.76612 0.11 -1.52 -0.91 -0.916
C 1.96590 -0.39275 -0.43771 -1.69 0.22 1.94 -0.504
S 0.13218 -0.39878 -0.97677 0.21 0.13 -0.10 -0.119
S -0.79872 0.93462 0.46559 2.14 0.42 -0.24 -0.066
C -2.57871 0.77616 0.55542 -0.15 0.00 0.85 -0.695
H 1.76877 -2.31625 0.44969 -0.19 0.37 0.29 0.283
H 3.21279 -1.60286 0.90856 0.49 0.49 0.01 0.332
H 1.76729 -1.12849 1.75722 -0.30 0.62 -0.40 0.298
H 2.60783 -0.69596 -1.25718 -0.43 -0.01 -0.38 0.332
H 2.15925 0.64212 -0.17926 0.26 0.17 -0.10 0.279
H -3.08348 1.69497 0.21272 0.40 -0.40 -0.10 0.270
H -2.68037 0.73764 1.69276 -0.63 -0.58 -1.69 0.226
H -2.90905 -0.07358 -0.06089 -0.21 0.10 0.83 0.280
```
Forces are in eV/Å.

=====

Molecular formula: C3H8Se
Method: DFT, ωB97M-V with the def2-TZVPD basis set

The calculation puts the energy above the lowest of the compared OMol25 structures with the same formula, charge and spin at 4.703 eV. Its largest force on an atom is 0.1305 hartree/bohr. The orbital gap (alpha / beta) comes out at 9.889 / 6.351 eV. The value obtained for the lowest unoccupied orbital energy (alpha / beta) is 0.68 / -0.54 eV. The multiplicity is 1.

Structure (XYZ):
```
12
Properties=species:S:1:pos:R:3:forces:R:3:mulliken_charge:R:1
C 1.41611 -0.39580 0.52688 -3.84 -3.50 -3.08 -1.289
C -1.17362 -0.50505 0.08160 3.55 0.58 5.66 -1.356
C 0.14095 0.25254 0.19455 -1.38 0.79 -1.76 0.395
Se 0.15584 2.15379 0.28440 1.93 -0.64 1.88 -0.111
H 1.40273 -0.49712 1.53774 0.48 -1.33 3.18 0.364
H 2.17750 0.17585 0.26805 3.65 2.54 -1.27 0.486
H 1.41512 -1.36006 -0.13635 0.43 1.28 1.81 0.251
H -1.92661 -0.02130 -0.33734 -3.26 2.62 -1.70 0.478
H -1.11282 -1.40584 -0.37743 0.69 -2.90 -1.39 0.398
H -1.42893 -0.71353 1.19934 -0.17 0.10 -1.62 0.281
H -0.21088 -0.02307 -2.62879 0.08 0.03 0.11 0.017
H -0.85538 2.33959 -0.61264 -2.16 0.44 -1.81 0.085
```
Forces are in eV/Å.